# 1
{"formula": "C22H34Cl3CsMg2N2O19PS2", "method": "wB97M-V/def2-TZVPD", "elements": ["N", "P", "C", "C", "C", "C", "C", "C", "O", "C", "O", "O", "C", "O", "H", "H", "H", "H", "H", "H", "H", "H", "H", "H", "H", "H", "Mg", "C", "O", "O", "O", "H", "C", "Cl", "Cl", "Cl", "H", "O", "S", "O", "O", "O", "Cs", "O", "S", "O", "O", "C", "C", "C", "H", "H", "H", "H", "H", "H", "H", "H", "C", "C", "C", "C", "C", "C", "N", "O", "O", "H", "H", "H", "H", "H", "C", "C", "O", "O", "H", "H", "H", "C", "O", "H", "H", "H", "H", "Mg"], "positions_angstrom": [[1.4204, -4.2655, 0.0494], [-0.1117, -3.9314, -0.2963], [-0.3373, -2.1608, -0.2684], [-1.0979, -1.3848, -1.0582], [-1.9925, -1.7286, -2.1794], [-3.0795, -2.7609, -1.7631], [-4.5286, -2.2491, -1.8765], [-5.2463, -2.0670, -0.5370], [-6.4937, -2.7441, -0.6273], [-0.9142, 0.0226, -0.5685], [-1.3850, 1.0139, -1.0102], [-0.0241, -0.0095, 0.5317], [0.3275, -1.3246, 0.7380], [1.0177, -1.6828, 1.6461], [1.5042, -4.8155, 0.9027], [-0.3980, -4.4403, -1.5637], [-1.0011, -4.4889, 0.6236], [-1.3987, -2.1054, -3.0104], [-2.4969, -0.8208, -2.5049], [-2.9701, -3.6671, -2.3551], [-2.9194, -3.0517, -0.7220], [-5.1037, -3.0128, -2.3964], [-4.5984, -1.3268, -2.4496], [-4.6573, -2.4701, 0.2946], [-5.4363, -1.0098, -0.3304], [-7.0348, -2.5127, 0.1343], [3.1982, -4.0192, -0.8931], [-0.0671, -4.2050, -4.6695], [-0.8024, -4.3291, -5.7594], [1.2664, -3.9822, -4.7758], [-0.5708, -4.2984, -3.5756], [1.3974, -4.0222, -5.7530], [1.8465, -1.2131, 4.8938], [2.2876, 0.4722, 4.5458], [3.2431, -2.0984, 5.5711], [0.4940, -1.2842, 5.9879], [1.5642, -1.6873, 3.9603], [5.3029, -7.9716, -0.1964], [5.1832, -7.3278, 1.1220], [6.0699, -6.1442, 1.1453], [5.4903, -8.2818, 2.1808], [3.7844, -6.8419, 1.3052], [5.0179, -0.8741, 3.8401], [6.2168, 6.2375, 4.1549], [5.8223, 6.2754, 5.5303], [6.1984, 5.2027, 6.4001], [4.2413, 6.4641, 5.5918], [3.4500, 5.5146, 4.8533], [3.4048, 4.1543, 5.5217], [6.2683, 7.8081, 6.2575], [3.8271, 5.4465, 3.8314], [2.4522, 5.9446, 4.8020], [4.3891, 3.6876, 5.5306], [2.7152, 3.4999, 4.9840], [3.0749, 4.2413, 6.5563], [5.9516, 8.6144, 5.6023], [7.3510, 7.8016, 6.3625], [5.7950, 7.8814, 7.2328], [-1.2893, 4.3985, -3.7607], [-1.7224, 5.0405, -4.9136], [-2.9445, 4.7083, -5.4785], [-3.7133, 3.7356, -4.8694], [-3.2996, 3.0821, -3.7250], [-2.0761, 3.4176, -3.1690], [-5.0244, 3.3868, -5.4511], [-5.3573, 3.9584, -6.4667], [-5.6859, 2.5463, -4.8739], [-0.3368, 4.6649, -3.3215], [-1.1100, 5.8035, -5.3739], [-3.2918, 5.1999, -6.3749], [-3.9229, 2.3246, -3.2735], [-1.7440, 2.9164, -2.2737], [0.5162, -2.0455, -8.5448], [0.4928, -3.3222, -7.6627], [1.5318, -3.9024, -7.4362], [-0.6985, -3.5910, -7.2451], [1.5400, -1.8685, -8.8530], [-0.1210, -2.1852, -9.4158], [0.1389, -1.2142, -7.9531], [-2.9037, -0.1451, 8.0056], [-2.7913, 1.2310, 7.6632], [-3.5262, -0.2143, 8.8929], [-3.3751, -0.7138, 7.1990], [-1.9219, -0.5741, 8.2303], [-2.2432, 1.3014, 6.8776], [-2.0286, 0.3887, 2.0235]], "mulliken_charge": [-0.176, 0.329, 0.614, 0.757, -0.426, -0.389, -0.755, -0.355, -0.527, -0.482, -0.464, -0.171, 0.117, -0.571, 0.192, 0.218, 0.184, 0.133, 0.370, 0.337, 0.250, 0.394, 0.365, 0.224, 0.252, 0.319, 0.536, 0.595, -0.282, -0.380, -0.427, 0.364, 0.112, -0.150, -0.264, -0.039, 0.239, -0.524, 1.175, -0.600, -0.568, -0.564, 1.085, -0.642, 1.205, -0.604, -0.254, -0.489, -0.740, -0.934, 0.338, 0.296, 0.331, 0.179, 0.284, 0.323, 0.375, 0.323, -0.613, -0.336, -0.515, 0.107, -0.540, -0.212, 1.030, -0.594, -0.609, 0.389, 0.389, 0.464, 0.539, 0.537, -1.003, 0.839, -0.591, -0.151, 0.326, 0.339, 0.304, -0.413, -0.484, 0.253, 0.225, 0.147, 0.273, -0.136], "total_charge": 1, "homo_energy_ev": -8.64, "orbital_gap_ev": 3.000}

# 2
{"formula": "C22H34EuN2O6P2", "method": "wB97M-V/def2-TZVPD", "elements": ["P", "P", "C", "C", "H", "H", "H", "H", "C", "H", "H", "H", "C", "H", "H", "H", "C", "H", "H", "H", "C", "H", "H", "H", "Eu", "C", "C", "C", "C", "C", "C", "C", "C", "C", "H", "H", "H", "H", "H", "H", "H", "H", "H", "H", "H", "H", "H", "H", "H", "O", "C", "O", "C", "C", "C", "C", "C", "C", "N", "O", "O", "N", "O", "O", "H", "H", "H"], "positions_angstrom": [[-0.1868, -2.3439, -3.7947], [-0.1179, 1.7680, -3.8209], [-0.6082, -0.8987, -4.8677], [0.3115, 0.3541, -4.9089], [-1.6761, -0.6286, -4.7192], [-0.5562, -1.3274, -5.8865], [1.3705, 0.0844, -4.7719], [0.2405, 0.7924, -5.9216], [-1.7713, 2.3167, -4.2370], [-2.1542, 3.0286, -3.4935], [-2.4785, 1.4799, -4.3143], [-1.7412, 2.8263, -5.2115], [1.0425, 3.1134, -4.0857], [0.6937, 3.7269, -4.9224], [2.0406, 2.7234, -4.3226], [1.1165, 3.7370, -3.1858], [-1.4777, -3.5603, -4.1218], [-1.5607, -4.2513, -3.2697], [-1.1892, -4.1227, -5.0208], [-2.4405, -3.0548, -4.2874], [1.2542, -3.0667, -4.6721], [2.0345, -2.3148, -4.8620], [0.9012, -3.4719, -5.6329], [1.6953, -3.8789, -4.0788], [-1.7516, 0.0237, 1.9404], [1.4266, 1.1791, -1.7449], [0.0254, 1.1849, -2.1177], [-0.9872, 0.0181, -1.7645], [-0.5522, -1.2706, -1.0717], [0.1923, -2.3428, -2.0139], [1.6456, -2.2947, -1.8879], [2.3858, -1.1186, -2.2805], [2.2583, 0.1064, -1.2733], [-0.8145, -2.1218, 2.3612], [1.8857, 2.1709, -1.7433], [-0.4194, 2.0908, -1.6338], [-1.5462, -0.2684, -2.6735], [-1.7758, 0.4998, -1.1542], [0.0672, -1.0842, -0.1764], [-1.4813, -1.7525, -0.6949], [-0.1667, -3.3278, -1.6578], [2.1665, -3.1492, -1.4489], [2.0648, -0.7769, -3.2866], [3.4517, -1.3850, -2.3509], [2.0088, -0.2829, -0.2765], [3.2773, 0.5315, -1.2029], [-0.1084, -1.8942, 3.1795], [-0.3014, -2.6577, 1.5580], [-1.6551, -2.7104, 2.7614], [-2.3459, 0.7567, 4.1309], [-1.1155, 1.0227, 4.4151], [-0.2077, 1.0196, 3.5046], [-0.7323, 1.2911, 5.8482], [-1.5828, 1.9835, 6.7142], [-1.1788, 2.2737, 8.0377], [0.0463, 1.7950, 8.5266], [0.8927, 1.0989, 7.6573], [0.5187, 0.8694, 6.3081], [2.1236, 0.5338, 8.1396], [2.4426, 0.6973, 9.3382], [2.8228, -0.1169, 7.3323], [-2.0090, 3.0437, 8.9251], [-3.0966, 3.4910, 8.5158], [-1.5947, 3.2276, 10.0927], [-2.5616, 2.3154, 6.3594], [0.3260, 1.9460, 9.5699], [1.2135, 0.3528, 5.6472]], "mulliken_charge": [1.454, 1.526, -1.229, -1.204, 0.391, 0.687, 0.536, 0.630, -1.651, 0.524, 0.374, 0.419, -1.594, 0.449, 0.441, 0.448, -1.530, 0.386, 0.449, 0.431, -1.523, 0.369, 0.515, 0.372, 0.531, -1.667, 1.230, 0.202, -0.414, 0.176, -1.468, -0.103, -0.705, -1.385, 0.187, 0.787, 0.009, -1.127, 0.141, 0.316, 0.744, 0.215, -0.615, 0.424, 0.261, 0.439, 0.287, 0.348, 0.345, -0.898, 0.647, -0.783, 0.283, -0.449, -0.099, -0.166, -0.127, -0.494, 0.966, -0.582, -0.582, 0.969, -0.585, -0.583, 0.528, 0.574, 0.555], "homo_energy_ev": [-3.27, -4.49], "multiplicity": 8, "e_above_lowest_kcal_mol": 0.00, "orbital_gap_ev": [2.335, 3.557]}

# 3
{"formula": "C22H34FN5O8Pb", "method": "wB97M-V/def2-TZVPD", "elements": ["O", "H", "Pb", "N", "N", "O", "O", "C", "C", "C", "C", "H", "H", "H", "H", "H", "H", "H", "H", "O", "H", "H", "C", "H", "H", "H", "O", "H", "H", "F", "C", "C", "C", "C", "O", "C", "C", "N", "C", "C", "C", "C", "C", "C", "N", "C", "C", "N", "C", "C", "C", "O", "O", "H", "H", "H", "H", "H", "H", "H", "H", "H", "H", "H", "H", "H", "H", "H", "H", "H", "H"], "positions_angstrom": [[1.7318, -3.1936, 2.9389], [1.3528, -3.2758, 3.8269], [1.1596, -0.0999, 0.8908], [0.0953, -0.2030, -1.2712], [0.2021, -2.2029, 0.3052], [-0.0119, 0.8673, -2.1596], [-0.1486, -3.2071, 1.1750], [-0.0032, -1.3905, -1.8844], [-0.0276, -2.4942, -0.9890], [-0.2168, -1.4921, -3.3432], [-0.3627, -3.8668, -1.4285], [0.2971, -0.6929, -3.8867], [-1.2893, -1.4204, -3.5746], [0.1410, -2.4647, -3.7032], [-0.8502, -4.4183, -0.6177], [0.5597, -4.4031, -1.6991], [-1.0218, -3.8431, -2.3056], [0.0171, 1.6574, -1.5773], [0.5902, -3.2389, 1.8657], [-2.9828, -0.3266, -0.3997], [-2.0110, -0.2968, -0.4742], [-3.1306, -0.3589, 0.5678], [2.6028, -2.0397, 2.8843], [2.1050, -1.1123, 3.2203], [2.9348, -1.9621, 1.8402], [3.4856, -2.2116, 3.5170], [2.6605, 2.6251, -2.4577], [2.5520, 1.7916, -2.9447], [3.5462, 2.5771, -2.0533], [0.9270, 6.8957, 0.5798], [-0.1520, 6.1344, 0.9840], [-0.0688, 4.7746, 0.7640], [-1.0688, 3.9308, 1.3064], [-0.9530, 2.5018, 1.2565], [-0.1404, 1.9376, 0.4440], [-1.8129, 1.7723, 2.1317], [-2.9674, 2.3681, 2.5819], [-3.2176, 3.7021, 2.4213], [-4.4697, 4.2297, 2.7888], [-5.6757, 3.3320, 2.7349], [-5.1204, 3.7483, 4.0515], [-2.1725, 4.5223, 1.9697], [-2.2289, 5.9047, 2.1871], [-1.2176, 6.7547, 1.6898], [-1.2936, 8.1376, 1.9479], [-1.5597, 8.5391, 3.3239], [-2.2318, 9.9037, 3.3947], [-1.4007, 10.8311, 2.5968], [-1.2106, 10.4495, 1.1789], [-0.5264, 9.0887, 1.1793], [-1.6040, 0.3070, 2.3870], [-2.6159, -0.4211, 2.3924], [-0.3831, -0.0784, 2.5808], [0.7705, 4.3372, 0.2262], [-3.7372, 1.7887, 3.0813], [-4.6439, 5.2731, 2.5320], [-6.6088, 3.8019, 2.4182], [-5.5222, 2.2953, 2.4301], [-4.5802, 2.9908, 4.6264], [-5.6846, 4.4946, 4.6158], [-3.0608, 6.3354, 2.7498], [-0.6054, 8.5819, 3.8957], [-2.2080, 7.8015, 3.8123], [-3.2306, 9.9187, 2.9543], [-2.2829, 10.2740, 4.4211], [-1.7932, 11.7781, 2.6475], [-0.4703, 10.8381, 3.0131], [-0.5921, 11.2048, 0.6906], [-2.1991, 10.4369, 0.7154], [0.4836, 9.1983, 1.6135], [-0.4451, 8.7472, 0.1427]], "mulliken_charge": [-0.552, 0.305, 0.941, 0.252, 0.164, -0.575, -0.575, 0.277, 0.319, -1.608, -1.486, 0.390, 0.299, 0.425, 0.398, 0.268, 0.390, 0.386, 0.555, -0.764, 0.307, 0.365, -0.526, 0.189, 0.177, 0.401, -0.607, 0.311, 0.302, -0.336, 0.562, -1.164, 0.210, 1.032, -0.728, 0.288, -0.431, 0.152, -0.273, -0.707, -0.568, 0.498, -0.534, -0.476, 0.509, -0.597, -1.878, -0.922, -1.973, -0.593, -0.227, -0.776, -0.787, 0.656, 0.751, 0.694, 0.277, 0.217, 0.247, 0.297, 0.213, 0.301, 0.410, 0.345, 0.770, 1.265, 0.554, 0.771, 0.297, 0.474, 0.452], "homo_energy_ev": [-5.37, -3.50], "e_above_lowest_kcal_mol": 0.00, "orbital_gap_ev": [4.747, 2.878]}

Results for calculated total energy: -5335.70581 -2812.08336 -2026.87415 (in a.u., following the order of the records).